{
  "formula": "C54H47CrF2N7OP2S2",
  "method": "ωB97M-V/def2-TZVPD",
  "homo_lumo_gap_ev": [6.1, 6.5],
  "energy_ev": -143335.90925,
  "s2": 4.03,
  "charge": 1,
  "spin_multiplicity": 4,
  "symbols": ["Cr", "N", "C", "S", "N", "N", "C", "C", "C", "C", "C", "C", "C", "C", "C", "C", "C", "C", "N", "H", "H", "H", "H", "H", "H", "H", "H", "H", "H", "H", "O", "C", "C", "C", "C", "C", "C", "P", "C", "C", "C", "C", "C", "C", "C", "C", "C", "C", "C", "C", "C", "C", "C", "C", "C", "C", "P", "C", "C", "C", "C", "C", "C", "C", "C", "C", "C", "C", "C", "H", "H", "H", "H", "H", "H", "H", "H", "H", "H", "H", "H", "H", "H", "H", "H", "H", "H", "H", "H", "H", "H", "H", "H", "H", "H", "H", "H", "C", "C", "C", "N", "N", "C", "N", "S", "H", "H", "H", "H", "H", "H", "H", "F", "C", "F", "H"],
  "coordinates": [[-2.41565, 0.69141, -0.53722], [-3.16452, 1.02788, 3.69760], [-2.74643, 0.72999, 2.45275], [-2.53570, 2.07094, 1.34044], [-2.50283, -0.52127, 2.18131], [-2.06804, -0.69520, 0.89786], [-1.80011, -1.88793, 0.47082], [-2.22878, -3.11338, 1.18621], [-3.06413, -4.00824, 0.51241], [-3.58483, -5.11438, 1.16265], [-3.28139, -5.34173, 2.49797], [-2.47778, -4.44290, 3.18298], [-1.95922, -3.33171, 2.53748], [-1.20829, -1.87932, -0.92664], [0.48991, -2.94814, -1.90084], [1.01623, -2.78786, -3.29630], [0.39711, -2.07509, -4.23285], [-0.93734, -0.42691, -2.80208], [-1.77326, -0.71152, -1.65496], [-3.51970, 1.94880, 3.87842], [-3.48369, 0.27104, 4.27931], [-3.36500, -3.80683, -0.50789], [-4.23498, -5.79271, 0.62580], [-3.67934, -6.21169, 3.00398], [-2.26097, -4.59901, 4.23165], [-1.33288, -2.63483, 3.07686], [1.09219, -3.67288, -1.35977], [1.95065, -3.28259, -3.53976], [0.82336, -2.01613, -5.22952], [-1.19535, 0.54858, -3.19219], [3.33101, 1.55949, 0.60593], [4.02170, 1.48065, 1.80835], [5.29814, 2.02120, 1.91089], [5.98484, 1.91896, 3.10691], [5.39245, 1.28407, 4.19625], [4.10861, 0.78157, 4.07946], [3.39723, 0.87540, 2.88164], [1.63066, 0.31754, 2.73969], [1.76244, -1.42143, 3.31228], [2.76512, -2.20446, 2.73141], [2.87827, -3.55228, 3.03072], [1.98551, -4.14685, 3.91525], [0.96691, -3.38939, 4.47050], [0.84399, -2.04022, 4.15781], [1.03374, 1.29527, 4.18228], [0.96019, 0.88640, 5.51217], [0.57156, 1.77720, 6.50517], [0.26599, 3.09139, 6.18770], [0.35338, 3.51612, 4.86858], [0.72850, 2.62252, 3.87680], [3.77478, 0.79653, -0.43996], [5.06517, 0.27981, -0.51948], [5.45860, -0.44377, -1.63459], [4.57649, -0.66634, -2.68076], [3.28289, -0.18761, -2.57260], [2.85705, 0.53065, -1.45414], [1.10102, 1.08225, -1.33832], [0.99649, 2.31121, -2.69089], [1.11057, 3.64533, -2.30510], [1.09601, 4.65973, -3.25402], [0.95518, 4.34983, -4.59870], [0.84387, 3.02229, -4.99498], [0.87191, 2.00892, -4.04870], [0.31200, -0.39514, -1.97409], [0.30874, -1.62186, -1.08556], [-1.04896, -3.22524, -1.70682], [-1.96411, -3.38880, -2.88058], [-1.98134, -2.52327, -3.88802], [-0.95136, -1.41463, -4.00852], [5.74142, 2.52646, 1.06179], [6.98204, 2.33248, 3.18995], [5.92588, 1.19758, 5.13410], [3.63803, 0.31201, 4.93472], [3.46973, -1.75059, 2.04205], [3.66403, -4.14167, 2.57482], [2.08162, -5.19583, 4.16478], [0.25997, -3.84961, 5.14934], [0.01456, -1.47564, 4.56408], [1.22825, -0.12251, 5.79352], [0.52247, 1.44302, 7.53416], [-0.02572, 3.78542, 6.96535], [0.12858, 4.54441, 4.61445], [0.79822, 2.95507, 2.84718], [5.76661, 0.42918, 0.28514], [6.46925, -0.82941, -1.68233], [4.88608, -1.21629, -3.55996], [2.58020, -0.38307, -3.36941], [1.22262, 3.88983, -1.25390], [1.19601, 5.69187, -2.94256], [0.95132, 5.13881, -5.34029], [0.75402, 2.77509, -6.04590], [0.81808, 0.97713, -4.37809], [0.90305, -1.51948, -0.17938], [-1.16981, -4.05105, -1.01570], [-2.64248, -4.23487, -2.88974], [-2.67550, -2.65940, -4.70917], [-1.19056, -0.81847, -4.88699], [-5.15331, 1.50918, -5.22517], [-3.97296, 2.47949, -5.30168], [-3.35685, 2.70984, -3.95245], [-3.06170, 1.78008, -3.12486], [-2.51520, 2.25090, -1.94053], [-2.41859, 3.56168, -1.90909], [-1.89188, 4.28166, -0.90190], [-2.98317, 4.30173, -3.35518], [-5.54326, 1.31435, -6.22339], [-5.95713, 1.92524, -4.61748], [-4.84351, 0.56453, -4.77964], [-4.29193, 3.43715, -5.71354], [-3.20253, 2.08350, -5.96626], [-1.73203, 3.82592, -0.01495], [-2.08706, 5.26698, -0.86234], [-5.06374, 1.58654, -0.80266], [-4.42979, 0.36112, -0.73172], [-4.92426, -0.26278, 0.38223], [-4.76344, -0.20703, -1.60191]],
  "forces_ev_per_angstrom": [[-0.5, 0.9, 0.7], [-0.1, 0.1, 0.0], [0.2, 0.0, 0.0], [-0.1, 0.1, 0.2], [0.0, 0.0, -0.1], [0.1, -0.3, 0.1], [-0.4, 0.3, -0.3], [0.2, 0.0, 0.2], [-0.1, 0.1, 0.0], [0.0, 0.0, 0.0], [0.0, 0.0, 0.0], [0.0, 0.0, 0.0], [0.2, 0.0, -0.1], [-0.1, -0.1, 0.2], [-0.1, 0.1, -0.1], [0.1, 0.1, 0.1], [-0.1, 0.0, -0.1], [0.2, -0.3, -0.5], [0.8, -0.6, -0.6], [0.0, 0.0, 0.0], [0.1, 0.0, 0.0], [0.1, 0.0, -0.1], [0.0, 0.0, 0.0], [0.0, 0.0, 0.0], [0.0, 0.0, 0.0], [-0.1, -0.1, -0.1], [0.0, 0.0, 0.1], [0.0, 0.0, 0.0], [0.0, 0.0, 0.0], [0.0, 0.1, 0.1], [0.0, 0.0, -0.2], [0.2, 0.0, -0.1], [0.0, 0.3, 0.1], [0.0, 0.0, 0.0], [0.0, 0.0, -0.1], [0.1, 0.0, 0.1], [-0.2, -0.3, 0.1], [0.0, 0.1, 0.2], [0.1, 0.1, -0.1], [0.0, 0.0, 0.1], [-0.1, 0.0, 0.0], [0.0, 0.0, 0.0], [0.0, 0.0, 0.0], [0.0, 0.0, -0.1], [0.0, 0.0, 0.0], [0.0, 0.0, 0.0], [0.0, 0.0, 0.0], [0.0, 0.0, 0.0], [0.0, 0.0, 0.0], [-0.1, 0.0, 0.0], [-0.1, -0.1, 0.2], [0.1, -0.1, -0.1], [0.0, 0.0, 0.0], [-0.1, 0.0, 0.0], [0.0, 0.0, -0.1], [-0.3, -0.1, 0.0], [0.4, 0.0, -0.5], [0.0, 0.0, 0.0], [0.0, 0.0, 0.0], [0.0, 0.0, 0.0], [0.0, 0.0, 0.0], [0.0, 0.0, 0.0], [0.0, 0.0, 0.0], [-1.0, 0.3, 0.9], [0.7, -0.4, -0.2], [-0.2, 0.1, -0.1], [0.0, 0.1, 0.1], [0.1, 0.0, 0.0], [0.0, -0.3, 0.1], [-0.1, 0.0, 0.0], [0.0, 0.0, 0.0], [0.0, 0.0, 0.0], [0.0, 0.0, 0.0], [0.0, 0.0, 0.0], [0.0, 0.0, 0.0], [0.0, 0.0, 0.0], [0.0, 0.0, 0.0], [0.0, 0.0, 0.1], [0.0, 0.0, 0.0], [0.0, 0.0, 0.0], [0.0, 0.0, 0.0], [0.0, 0.0, 0.0], [-0.1, 0.0, 0.0], [0.0, 0.0, 0.0], [0.0, 0.0, 0.0], [0.0, 0.0, 0.0], [0.0, 0.0, -0.1], [0.0, 0.0, 0.0], [0.0, 0.0, 0.0], [0.0, 0.0, 0.0], [0.0, 0.0, 0.0], [0.0, 0.0, 0.0], [0.0, 0.0, 0.0], [0.0, -0.1, 0.0], [0.0, 0.0, 0.0], [0.0, 0.0, 0.0], [0.0, 0.0, 0.0], [0.0, 0.0, 0.0], [-0.1, -0.1, 0.1], [0.0, 0.0, 0.0], [0.1, 0.1, 0.2], [-0.1, -0.2, -0.3], [0.1, -0.1, 0.1], [0.0, 0.0, 0.0], [0.0, 0.1, -0.1], [0.0, 0.0, 0.0], [0.0, 0.0, 0.0], [0.0, 0.0, 0.0], [0.0, 0.0, 0.0], [0.0, 0.0, 0.0], [0.0, 0.0, 0.0], [0.0, 0.0, 0.0], [0.0, -0.1, 0.0], [-0.1, 0.3, 0.1], [0.0, -0.1, 0.0], [0.1, -0.1, -0.1]]
}